Record 1
C3H8OS | ωB97M-V/def2-TZVPD

SMILES: C=O.CSC
LUMO level: 0.5 eV
multiplicity: 1
total charge: 0
Kohn-Sham gap: 0.335 Eh

The geometry in XYZ format:
```
13
Properties=species:S:1:pos:R:3:forces:R:3
C 2.396 -1.548 3.068 -1.940 -1.047 -0.407
O 1.735 -2.374 2.413 2.322 2.591 2.005
H 2.144 -1.240 4.148 -0.048 -0.798 -1.113
H 3.253 -0.926 2.708 -0.342 -0.746 -0.490
C -1.214 1.842 -0.105 -2.093 -0.530 0.357
S -0.495 1.114 -1.716 -0.653 -0.329 2.336
C -1.484 -0.406 -1.874 -1.599 -0.750 -1.536
H -2.350 2.168 -0.209 2.407 -0.530 -0.202
H -0.602 2.698 0.128 0.067 0.485 -0.243
H -1.221 1.252 0.881 0.404 0.061 -1.861
H -2.531 -0.043 -1.978 0.495 -0.301 0.158
H -1.273 -0.801 -2.940 -0.017 0.374 1.840
H -1.559 -1.269 -1.121 0.997 1.520 -0.843
```
Positions in Å, forces in eV/Å.

***

Record 2
C8H17N3O2 | ωB97M-V/def2-TZVPD

SMILES: CNC(=C[C@@]1(C)OC1=O)NC.CN
LUMO level: 0.4 eV
multiplicity: 1
total charge: 0
Kohn-Sham gap: 0.321 Eh

The geometry in XYZ format:
```
30
Properties=species:S:1:pos:R:3:forces:R:3
C 1.188 2.350 -0.103 2.097 2.355 1.732
N 0.606 1.369 -0.936 -1.109 -0.254 -0.158
C 0.550 0.083 -0.375 0.683 1.346 -0.907
C 1.740 -0.520 -0.074 -2.705 -1.932 1.390
C 3.002 -0.019 -0.339 3.448 1.012 0.350
C 3.475 0.636 -1.641 2.611 0.153 1.624
O 3.576 0.980 0.817 0.296 1.318 1.323
C 4.083 -0.186 0.751 -0.324 -0.997 -1.581
O 4.941 -0.833 1.277 -0.442 0.161 -0.150
N -0.674 -0.449 -0.200 0.870 -0.812 -0.231
C -0.851 -1.893 -0.123 -1.951 0.991 -1.563
H 1.869 1.884 0.596 0.080 -0.016 -0.244
H 1.819 3.150 -0.598 -0.875 -0.965 0.012
H 0.547 2.884 0.622 -0.608 -0.130 -0.681
H -0.254 1.741 -1.317 -0.170 -0.627 -0.230
H 1.649 -1.349 0.658 0.243 0.397 -0.640
H 4.523 0.229 -1.842 -1.275 0.566 0.081
H 2.846 0.283 -2.385 -1.157 -0.117 -1.761
H 3.600 1.767 -1.577 -0.605 -1.571 -0.072
H -1.479 0.147 -0.213 -0.098 0.047 -0.162
H -1.000 -2.187 0.872 0.263 -0.801 1.443
H -1.829 -2.040 -0.626 0.519 -0.456 0.147
H -0.109 -2.472 -0.670 0.205 0.325 0.222
C -5.358 -0.846 1.217 -2.777 -1.832 0.817
N -4.103 -0.510 0.759 3.143 -0.641 -2.949
H -5.970 -0.017 1.585 0.437 0.172 0.031
H -5.934 -1.228 0.347 0.156 0.052 0.553
H -5.394 -1.656 2.006 -0.015 0.664 -0.548
H -3.440 -0.037 1.327 0.145 0.121 0.796
H -3.618 -1.265 0.186 -1.081 1.468 1.357
```
Positions in Å, forces in eV/Å.

***

Record 3
C26H35Cl2N4O6PSn | ωB97M-V/def2-TZVPD

LUMO level: -0.5 eV
multiplicity: 1
total charge: 0
Kohn-Sham gap: 0.303 Eh

The geometry in XYZ format:
```
75
Properties=species:S:1:pos:R:3:forces:R:3
Sn 0.106 -2.608 2.772 -1.322 -0.313 0.259
O 3.320 -2.048 0.455 0.125 -0.139 -0.103
C 2.825 -1.487 1.410 -0.414 0.035 -0.005
O 1.960 -2.031 2.218 0.861 0.244 -0.051
C 3.154 -0.048 1.714 0.098 0.033 0.000
C 2.672 0.598 2.848 0.061 -0.039 0.066
C 2.953 1.940 3.071 0.036 0.034 -0.022
C 3.713 2.653 2.156 -0.096 -0.053 0.106
C 4.181 1.984 1.041 0.275 0.243 -0.342
C 3.932 0.651 0.798 -0.114 -0.091 0.068
N 4.988 2.746 0.047 -0.299 -0.172 0.203
O 5.411 2.140 -0.913 0.063 0.004 -0.048
O 5.151 3.930 0.254 0.067 0.061 -0.013
H 2.072 0.045 3.558 0.000 -0.014 -0.017
H 2.578 2.434 3.956 -0.012 -0.013 0.009
H 3.946 3.699 2.292 -0.003 -0.001 -0.001
H 4.313 0.155 -0.082 0.007 0.013 -0.002
C 2.825 -5.007 2.241 0.232 0.129 -0.007
P 1.233 -5.689 1.825 0.155 0.201 0.141
C 1.389 -6.366 0.182 -0.200 -0.013 -0.270
C 0.934 -7.057 2.929 -0.177 -0.104 0.167
O 0.100 -4.669 1.893 0.440 -0.037 -0.138
H 3.619 -5.739 2.089 -0.073 -0.082 -0.020
H 2.815 -4.687 3.282 -0.001 0.001 0.019
H 3.019 -4.131 1.617 -0.004 -0.124 -0.030
H 2.165 -7.130 0.142 0.013 0.005 0.032
H 1.637 -5.560 -0.510 0.025 -0.004 0.010
H 0.434 -6.800 -0.117 0.028 -0.018 -0.021
H 1.753 -7.776 2.897 0.012 0.008 -0.026
H 0.003 -7.550 2.651 0.014 -0.014 0.010
H 0.833 -6.663 3.941 0.020 0.015 -0.008
C -0.468 2.637 -3.893 -0.004 0.014 -0.061
C 0.084 2.726 -2.465 0.020 0.003 -0.024
C 0.700 1.375 -2.085 0.013 -0.110 -0.013
C 1.237 3.744 -2.467 0.028 -0.003 -0.010
C -1.050 3.189 -1.490 0.068 0.170 -0.024
O -1.342 4.574 -1.749 -0.026 -0.032 -0.014
C -2.392 2.451 -1.619 -0.098 -0.023 0.017
C -2.447 0.919 -1.616 0.013 -0.069 0.034
C -3.871 0.423 -1.559 -0.041 0.016 -0.033
C -4.754 0.683 -2.604 0.001 -0.001 -0.016
C -6.068 0.245 -2.564 0.016 0.002 0.005
C -6.505 -0.468 -1.461 -0.086 -0.024 0.003
Cl -8.156 -1.023 -1.399 0.064 0.020 -0.002
C -5.651 -0.750 -0.411 0.027 0.006 -0.008
C -4.339 -0.301 -0.469 0.006 -0.003 0.030
C -0.566 3.265 -0.026 0.027 -0.216 0.183
N -0.932 2.148 0.835 -0.111 0.247 0.044
C -0.177 1.134 1.258 0.120 -0.118 -0.015
N -0.845 0.362 2.093 0.064 0.316 -0.050
C -2.046 0.992 2.162 -0.149 -0.040 -0.026
N -2.151 2.075 1.423 0.227 -0.041 -0.009
H 0.315 2.287 -4.566 0.008 0.007 0.009
H -0.789 3.612 -4.270 -0.007 0.003 0.019
H -1.307 1.947 -3.979 0.012 -0.011 0.004
H 1.521 1.160 -2.771 -0.004 0.000 -0.017
H 0.008 0.535 -2.132 0.040 0.075 0.017
H 1.139 1.400 -1.086 0.009 0.021 -0.030
H 1.874 3.557 -3.333 0.020 -0.018 0.022
H 1.875 3.645 -1.586 -0.029 0.021 0.028
H 0.882 4.770 -2.517 -0.013 0.000 -0.028
H -1.684 4.648 -2.646 -0.004 0.010 0.000
H -2.855 2.810 -2.544 0.004 -0.032 -0.011
H -3.028 2.819 -0.812 -0.002 0.009 -0.012
H -1.899 0.507 -0.767 -0.012 -0.003 -0.034
H -1.977 0.518 -2.517 -0.026 0.019 0.015
H -4.412 1.233 -3.473 -0.001 0.005 0.000
H -6.749 0.449 -3.379 0.001 0.001 -0.004
H -6.009 -1.313 0.440 0.003 0.000 0.007
H -3.665 -0.521 0.350 -0.006 0.004 0.001
H -0.997 4.156 0.426 -0.057 0.005 -0.070
H 0.517 3.358 0.022 -0.006 0.019 0.012
H 0.847 1.004 0.947 -0.020 -0.039 0.020
H -2.867 0.648 2.770 0.019 -0.018 0.013
Cl 0.963 -3.559 4.869 0.074 0.012 0.064
```
Positions in Å, forces in eV/Å.

***

Record 4
C9H28NO8V | ωB97M-V/def2-TZVPD

LUMO level: -0.4 eV
multiplicity: 1
total charge: 0
Kohn-Sham gap: 0.224 Eh

The geometry in XYZ format:
```
47
Properties=species:S:1:pos:R:3:forces:R:3
O -0.374 2.244 -1.107 -0.472 0.779 0.484
V 1.091 1.803 -1.411 -0.263 -2.930 0.712
O 2.121 2.567 -0.475 -0.078 0.346 0.052
C 0.569 1.303 1.907 -0.826 0.404 -0.571
C 0.578 -0.208 1.748 0.692 -1.008 0.380
C -0.422 -0.790 2.773 0.732 -0.259 0.629
C -0.945 -2.197 2.514 -0.080 0.508 -0.615
C -1.419 -2.314 1.068 -0.288 -0.405 1.331
C -0.363 -1.910 0.061 -0.180 -0.119 -0.412
N 0.209 -0.632 0.404 -1.699 1.495 -0.080
O 0.962 -0.139 -0.652 1.373 1.787 -0.801
C -1.089 -1.775 -1.278 0.222 -0.620 -0.585
C 0.692 -3.026 -0.098 -0.753 0.230 0.065
C 1.987 -0.690 2.145 0.400 -0.090 -0.176
H -0.288 1.713 1.363 0.057 -0.012 -0.046
H 1.446 1.768 1.474 0.181 0.064 0.228
H 0.419 1.609 2.943 0.388 -0.211 0.119
H -1.183 -0.040 3.004 -0.298 -0.269 -0.180
H 0.181 -0.919 3.680 -0.247 0.568 0.188
H -1.801 -2.394 3.162 0.175 -0.138 0.200
H -0.145 -2.903 2.748 -0.121 -0.148 -0.065
H -2.334 -1.712 1.039 0.153 0.185 -0.538
H -1.738 -3.349 0.906 0.070 0.054 -0.316
H -0.381 -1.672 -2.105 0.061 0.148 0.111
H -1.803 -0.954 -1.324 -0.021 0.014 0.173
H -1.598 -2.726 -1.463 -0.243 0.150 -0.012
H 1.315 -2.724 -0.937 0.436 -0.233 0.201
H 0.174 -3.961 -0.323 0.163 -0.068 -0.154
H 1.232 -3.161 0.835 0.325 -0.005 -0.160
H 2.285 -0.237 3.093 -0.010 -0.017 -0.001
H 2.718 -0.391 1.390 -0.084 0.045 -0.045
H 2.060 -1.776 2.249 -0.126 0.029 0.048
O 0.070 0.924 -3.461 0.279 -0.131 -0.325
H -0.184 1.308 -4.305 -0.056 0.071 0.087
H -0.390 0.078 -3.407 -0.006 0.076 0.296
O -2.774 1.177 0.640 -0.270 -0.198 -0.155
H -2.299 0.476 0.171 0.262 0.154 0.167
H -2.441 1.125 1.541 0.067 0.045 -0.053
O -3.510 3.167 -1.519 -0.036 -0.086 -0.088
H -3.113 2.475 -0.966 -0.018 0.181 0.093
H -3.249 3.987 -1.093 0.056 -0.052 0.029
O 1.482 3.754 -2.759 0.095 -0.317 -0.517
H 1.693 4.587 -2.324 -0.028 -0.195 0.298
H 1.220 3.981 -3.657 -0.106 -0.048 0.066
O 2.768 0.899 -2.565 0.496 0.426 -0.326
H 3.061 0.138 -3.075 -0.344 -0.137 0.074
H 3.510 1.517 -2.553 -0.031 -0.062 0.190
```
Positions in Å, forces in eV/Å.

***

Record 5
C3H8NO2 | ωB97M-V/def2-TZVPD

LUMO level (alpha / beta): 0.4 / 0.4 eV
multiplicity: 2
total charge: 0
Kohn-Sham gap (alpha / beta): 0.167 / 0.283 Eh

The geometry in XYZ format:
```
14
Properties=species:S:1:pos:R:3:forces:R:3
O -1.040 -1.161 1.474 0.368 -0.759 0.765
C -0.931 -2.272 1.019 -0.543 2.605 -0.018
O -0.622 -2.430 -0.238 0.540 0.326 -2.257
H -1.073 -3.209 1.464 -0.460 -1.324 1.755
H -1.252 -3.009 -0.670 0.137 -0.644 -0.248
C 1.106 0.963 -0.408 0.126 1.583 0.036
C 0.680 1.456 -1.614 -2.941 1.798 -3.347
N 0.366 1.570 0.809 -0.269 -1.549 -3.288
H 1.511 0.027 -0.334 0.908 -2.247 1.183
H 1.199 1.264 -2.638 -0.817 0.134 2.292
H -0.582 1.790 -1.883 3.173 -0.954 0.957
H 0.697 1.461 1.711 1.609 -0.446 2.072
H -0.498 1.013 0.791 -0.624 1.228 -0.006
H 0.439 2.540 0.518 -1.206 0.249 0.102
```
Positions in Å, forces in eV/Å.

***

Record 6
C2HNO2S | ωB97M-V/def2-TZVPD

LUMO level (alpha / beta): -1.0 / -1.9 eV
multiplicity: 1
total charge: 0
Kohn-Sham gap (alpha / beta): 0.299 / 0.242 Eh

The geometry in XYZ format:
```
7
Properties=species:S:1:pos:R:3:forces:R:3
C 0.199 0.469 0.029 -1.944 0.776 -0.169
C 1.389 -0.163 0.103 1.752 -1.303 -0.397
N -1.027 -0.174 -0.027 -2.354 0.300 0.348
O 0.449 1.689 0.007 -0.755 0.453 0.092
O 2.491 -0.397 -0.106 0.140 -0.398 0.301
S -1.552 -1.741 -0.026 1.100 -0.748 -0.028
H -1.950 0.316 0.019 2.061 0.919 -0.147
```
Positions in Å, forces in eV/Å.

***

Energy above the lowest of the compared OMol25 structures with the same formula, charge and spin in kJ/mol, matching the order above: 180.06 96.19 20.01 28.11 351.09 364.22